Entry 1:
ORCA calculation (ωB97M-V/def2-TZVPD) on a 2-piece molecular cluster, C2H8BF6OPS overall in a non-equilibrium geometry.

Properties
Charge: 0
Strongest force on any atom (eV/Å): 2.992
Frontier orbital gap (hartree): 0.285

Geometry (Å):
H (-1.181, 0.876, 0.915)
H (-1.401, -2.812, -0.044)
H (0.441, 0.017, 2.354)
C (0.394, -0.551, 1.412)
F (1.867, -0.331, -1.595)
H (0.314, -1.624, 1.648)
F (2.447, 2.596, -2.532)
H (-0.586, -0.081, -0.507)
F (3.099, 0.702, -3.128)
O (-1.971, -2.539, 0.683)
B (-2.070, -1.161, 0.658)
C (-0.874, -0.132, 0.571)
H (-4.326, -0.567, 1.982)
H (-3.626, 0.961, 0.596)
F (3.865, 0.519, -1.052)
F (2.776, 2.157, -0.371)
F (0.902, 1.496, -1.389)
H (1.260, -0.329, 0.760)
S (-3.833, -0.391, 0.717)
P (2.504, 1.195, -1.677)

Atomic partial charges in e from the Mulliken method, atoms 1 to 4:
1. H 0.149
2. H 0.359
3. H 0.294
4. C -0.830

=====

Entry 2:
ORCA calculation (ωB97M-V/def2-TZVPD) on an isolated ion of composition C4H5O4 and charge -1 in a non-equilibrium geometry.

Properties
Charge: -1
Strongest force on any atom (eV/Å): 4.772
Relative energy (zero: lowest compared OMol25 entry of this formula, charge and spin) (eV): 0.998
Frontier orbital gap (hartree): 0.272
SMILES: O=C([O-])CCC(=O)O

Geometry (Å):
C (0.055, 0.656, 0.236)
H (-0.283, 1.619, 0.622)
O (2.169, 0.990, -0.803)
O (-0.561, -0.867, 2.411)
H (-1.984, -0.196, -0.286)
H (2.730, 1.021, -1.621)
H (0.741, 0.364, 1.103)
H (-0.622, -1.203, -0.803)
O (0.622, 0.874, -2.290)
C (0.811, 0.883, -1.059)
C (-0.859, -0.501, 0.011)
C (-1.083, -1.276, 1.339)
O (-1.735, -2.363, 1.139)

Atomic partial charges in e from the Mulliken method, atoms 1 to 4:
1. C -0.313
2. H 0.362
3. O -0.491
4. O -0.730

=====

Entry 3:
ORCA calculation (ωB97M-V/def2-TZVPD) on a 2-piece molecular cluster, C3H7O2S2 overall in a non-equilibrium geometry.

Properties
Charge: -1
Strongest force on any atom (eV/Å): 1.475
Relative energy (zero: lowest compared OMol25 entry of this formula, charge and spin) (eV): 0.251
Frontier orbital gap (hartree): 0.266

Geometry (Å):
H (0.968, 2.119, 2.839)
C (-0.104, 0.916, 1.413)
H (1.264, -0.759, -4.390)
C (-0.187, -1.461, -1.171)
C (0.015, 1.593, 2.789)
O (-1.075, 0.134, 1.256)
H (0.889, -1.570, -1.297)
H (-0.813, 2.296, 2.905)
O (0.762, 1.210, 0.562)
H (-0.413, -0.715, -0.382)
H (-0.686, -2.423, -1.131)
S (-0.777, -0.637, -2.718)
H (-0.049, 0.877, 3.610)
S (0.205, -1.581, -4.286)

Atomic partial charges in e from the Mulliken method, atoms 1 to 4:
1. H 0.274
2. C 0.709
3. H 0.133
4. C -0.275

=====

Entry 4:
ORCA calculation (ωB97M-V/def2-TZVPD) on C34H57F3N2O2RuSi as an isolated structure in a non-equilibrium geometry.

Properties
Charge: +1
Strongest force on any atom (eV/Å): 5.239
Relative energy (zero: lowest compared OMol25 entry of this formula, charge and spin) (eV): 0.000
⟨S²⟩: 8.774
Frontier orbital gap (alpha / beta) (hartree): 0.279 / 0.226
Spin multiplicity: 6

Geometry (Å):
H (-2.418, -1.623, 5.130)
C (1.445, -1.508, 4.464)
C (-3.000, -2.414, 2.289)
H (-1.541, 5.145, 1.767)
H (-1.414, 5.197, -1.556)
H (-0.843, -1.005, 5.698)
H (-3.246, 1.406, -2.527)
C (-2.359, 3.353, -2.181)
H (-3.488, -2.001, 3.184)
C (0.945, 0.608, -1.075)
H (-3.074, -1.671, 1.485)
C (0.957, -3.672, 3.348)
H (-4.058, 3.131, 3.727)
H (1.273, -1.734, 5.530)
C (1.294, 1.481, 2.475)
C (1.478, -2.370, -5.183)
C (3.321, -2.136, -0.997)
H (3.448, -1.048, -0.869)
H (-2.680, -0.500, -0.980)
H (-3.543, 0.021, 0.487)
H (4.108, -2.474, -1.688)
H (1.139, 0.434, 0.011)
C (-1.673, 0.081, 4.023)
H (0.329, 2.909, -3.482)
F (1.094, 1.650, 3.849)
C (2.245, 3.577, -0.874)
H (4.500, -2.748, 0.670)
C (-1.944, 2.500, 0.419)
O (2.097, -2.334, -1.708)
H (0.404, -5.588, 2.538)
H (0.712, -1.850, -0.212)
H (1.290, -0.441, 4.321)
C (-2.420, 2.166, 2.807)
C (0.089, -4.558, 2.713)
H (0.730, -2.116, -5.940)
Ru (-0.250, 0.658, 1.541)
C (-1.820, -0.716, 5.288)
H (4.343, 1.989, -2.716)
N (-0.973, -0.487, 3.034)
H (1.189, -0.357, -1.663)
C (-1.615, -0.672, -3.893)
C (1.876, -1.144, -4.400)
C (-2.747, 2.067, -1.814)
Si (2.016, 1.998, -1.854)
C (-3.457, 3.256, 2.821)
C (-0.290, -0.104, -4.336)
H (-3.011, 4.258, 2.857)
H (1.936, -4.003, 3.705)
H (2.820, -2.375, 1.105)
H (-0.431, -2.341, -2.454)
C (-2.628, 0.168, -0.108)
H (-2.332, -0.105, 6.034)
H (1.269, -3.531, -0.197)
C (-1.183, -4.139, 2.341)
C (-1.750, 4.202, -1.255)
F (1.619, 2.765, 2.039)
H (-1.766, -0.183, 0.539)
H (-1.901, -4.835, 1.896)
H (1.078, -3.130, -4.503)
H (3.678, 0.329, -2.714)
C (-1.545, 3.804, 0.063)
H (-2.741, 1.708, 4.834)
H (1.293, 4.103, -0.733)
F (2.483, 0.757, 2.355)
C (-0.647, -1.893, 3.055)
H (-1.682, -1.741, -4.118)
H (-2.418, -0.167, -4.441)
C (3.462, -2.834, 0.339)
O (0.796, -0.667, -3.576)
H (2.505, -1.720, 4.265)
H (-0.080, 4.141, 1.607)
H (2.363, -2.769, -5.686)
N (-1.686, 1.979, 1.720)
H (-1.033, -3.332, -1.099)
H (-4.129, 3.191, 1.954)
H (1.955, 3.575, -3.758)
H (0.081, -4.036, -2.294)
H (2.693, 3.373, 0.105)
C (-2.459, 1.592, -0.529)
C (-1.589, -2.823, 2.555)
C (-0.849, 4.689, 1.046)
H (-2.509, 3.694, -3.205)
C (0.580, -2.351, 3.585)
C (1.397, 2.654, -3.518)
H (2.687, -1.381, -3.706)
H (-1.798, -0.517, -2.822)
H (-0.347, 5.504, 0.506)
H (2.224, -0.333, -5.064)
H (-0.284, 0.985, -4.172)
H (1.573, 1.939, -4.335)
H (-0.125, 0.803, -1.260)
H (-0.152, -0.280, -5.418)
C (-0.165, -3.123, -1.736)
H (-3.582, -3.292, 1.979)
H (2.925, 4.240, -1.436)
C (3.733, 1.269, -2.146)
H (4.230, 1.068, -1.186)
C (-2.249, 1.353, 3.935)
H (3.224, -3.897, 0.249)
C (0.994, -2.701, -0.873)

Atomic partial charges in e from the Mulliken method, atoms 1 to 4:
1. H 0.266
2. C -2.080
3. C -1.153
4. H 0.336

=====

Entry 5:
ORCA calculation (ωB97M-V/def2-TZVPD) on a 2-piece molecular cluster, C3H6N2O2 overall in a non-equilibrium geometry.

Properties
Charge: 0
Strongest force on any atom (eV/Å): 4.738
Relative energy (zero: lowest compared OMol25 entry of this formula, charge and spin) (eV): 5.573
Frontier orbital gap (alpha / beta) (hartree): 0.303 / 0.312

Geometry (Å):
H (1.074, 1.252, 0.973)
H (1.994, -1.142, -0.178)
C (2.008, -0.058, -0.094)
H (2.938, 0.495, 0.448)
H (2.139, 0.418, -1.088)
C (-1.896, 0.984, 0.015)
N (-1.008, 0.001, 0.137)
O (-1.727, 2.173, 0.142)
N (0.993, 0.299, 0.747)
O (-0.278, -2.120, -0.229)
H (-2.219, -1.608, -0.343)
C (-1.149, -1.278, -0.174)
H (-2.870, 0.584, -0.356)

Atomic partial charges in e from the Mulliken method, atoms 1 to 4:
1. H 0.262
2. H 0.276
3. C -0.556
4. H 0.287

=====

Entry 6:
ORCA calculation (ωB97M-V/def2-TZVPD) on C16H39AgN3O7 as an isolated structure in a non-equilibrium geometry.

Properties
Charge: 0
Strongest force on any atom (eV/Å): 2.202
Relative energy (zero: lowest compared OMol25 entry of this formula, charge and spin) (eV): 0.000
⟨S²⟩: 0.753
Frontier orbital gap (alpha / beta) (hartree): 0.341 / 0.240
Spin multiplicity: 2

Geometry (Å):
H (-2.605, 1.050, 1.164)
N (1.531, -1.091, -1.886)
H (-0.407, 1.388, 1.995)
H (1.475, -1.474, -2.832)
H (-2.266, 2.744, -0.738)
N (-2.824, 0.246, -0.808)
C (2.744, -3.189, -1.308)
H (2.153, -0.093, 3.382)
H (3.231, 1.052, 1.638)
H (2.580, -1.416, -0.158)
C (-0.299, 1.740, -2.862)
C (-3.260, 1.158, 0.297)
O (-4.801, -0.602, 1.001)
O (-0.771, 0.656, -3.260)
C (-4.189, -1.044, 2.207)
O (0.770, 1.433, 3.644)
H (-4.457, -0.390, 3.041)
H (2.770, -3.542, -2.341)
C (2.751, -1.675, -1.205)
O (-1.508, -2.509, -1.431)
H (-4.008, 2.771, -0.945)
C (-3.214, 2.578, -0.215)
C (4.038, -1.067, -1.779)
H (0.575, 3.555, -3.403)
C (-4.690, 0.767, 0.703)
H (0.439, 2.301, 5.398)
H (-3.241, 3.387, 0.518)
H (-1.547, -4.294, 1.306)
C (-1.945, -4.136, 0.302)
H (2.140, 2.348, 1.204)
H (-3.032, -4.123, 0.383)
C (0.582, 1.274, 5.045)
H (0.023, 1.865, 0.510)
H (-1.659, -5.039, -0.237)
H (-3.404, -0.568, -0.577)
H (5.777, 1.091, -1.507)
O (-0.047, 1.892, -1.615)
H (-0.355, 0.762, 5.276)
C (1.154, 0.202, 3.026)
N (-0.147, 1.038, 1.072)
H (4.806, -1.337, -1.040)
H (4.242, -1.512, -2.762)
C (2.328, 1.285, 1.066)
H (1.900, -0.151, -2.066)
H (1.847, -3.653, -0.893)
H (1.466, 0.872, 5.540)
H (-0.009, 2.522, -4.747)
C (-1.331, -2.840, -0.233)
C (5.100, 0.934, -2.358)
H (-5.324, 0.872, -0.187)
H (-5.108, 1.452, 1.451)
H (4.903, 1.874, -2.864)
H (0.574, -0.644, 3.416)
H (5.698, 0.295, -3.019)
O (-0.523, -2.235, 0.513)
H (-3.122, -1.236, 2.086)
O (3.910, 0.325, -1.908)
C (1.153, 0.413, 1.512)
H (-3.189, 0.632, -1.676)
Ag (-0.591, -0.304, -1.087)
H (2.503, 1.073, 0.012)
H (1.285, -0.577, 1.066)
H (-1.190, 3.505, -3.798)
H (-4.685, -1.990, 2.442)
C (-0.255, 2.959, -3.780)
H (3.556, -3.575, -0.686)

Atomic partial charges in e from the Mulliken method, atoms 1 to 4:
1. H -0.193
2. N -0.300
3. H 0.450
4. H 0.251

=====

Entry 7:
ORCA calculation (ωB97M-V/def2-TZVPD) on C5H14N2 in the gas phase in a non-equilibrium geometry.

Properties
Charge: 0
Strongest force on any atom (eV/Å): 2.987
Relative energy (zero: lowest compared OMol25 entry of this formula, charge and spin) (eV): 1.322
Frontier orbital gap (hartree): 0.350
SMILES: CC[C@H](N)CNC

Geometry (Å):
H (1.521, 0.440, 2.000)
C (1.098, 0.390, -2.790)
H (1.332, -0.174, -3.701)
C (0.628, 0.235, 2.577)
N (-1.207, -1.350, 0.394)
H (0.524, 1.395, -0.568)
H (0.600, -0.867, 2.592)
H (-0.649, -0.273, -2.097)
N (0.322, -0.347, -1.802)
H (-0.758, -2.014, -0.218)
H (-0.310, 1.693, 1.532)
H (-1.721, -1.702, 1.174)
C (-0.641, 0.672, 1.774)
C (-0.783, 0.031, 0.368)
H (0.600, 0.687, 3.560)
C (0.410, 0.298, -0.491)
H (-1.534, 0.756, 2.383)
H (-1.710, 0.510, -0.010)
H (1.342, -0.055, -0.040)
H (0.670, 1.375, -2.957)
H (2.124, 0.504, -2.393)

Atomic partial charges in e from the Mulliken method, atoms 1 to 4:
1. H 0.285
2. C -0.937
3. H 0.310
4. C -1.107

=====

Entry 8:
ORCA calculation (ωB97M-V/def2-TZVPD) on C15H37F3GaO3 as an isolated structure.

Properties
Charge: -1
Strongest force on any atom (eV/Å): 0.301
Relative energy (zero: lowest compared OMol25 entry of this formula, charge and spin) (eV): 0.053
Frontier orbital gap (hartree): 0.269

Geometry (Å):
H (2.780, 1.494, 7.765)
H (-9.079, -1.067, -5.619)
H (4.567, -1.193, 3.034)
H (-3.370, -0.174, -1.496)
F (-1.396, -1.119, -3.868)
H (3.846, -0.132, 6.140)
H (6.079, -1.860, 2.404)
H (-7.327, -0.935, -5.492)
C (5.870, -0.375, 0.107)
C (6.690, -1.352, -0.722)
C (2.170, 1.717, 5.045)
H (3.090, -0.074, 8.505)
O (4.547, -0.790, 0.349)
O (1.998, 0.340, 5.328)
C (4.996, -1.999, 2.436)
H (-8.409, 1.298, -5.980)
H (1.495, 1.914, 4.213)
H (4.799, -2.946, 2.942)
H (6.184, -1.564, -1.665)
C (-8.421, 0.874, -4.968)
H (5.768, 0.565, -0.438)
C (-5.774, 1.904, -5.890)
H (-1.713, 0.323, 0.098)
H (3.635, 3.158, 4.407)
H (-8.301, -1.065, -4.026)
C (4.379, -2.009, 1.046)
H (6.393, -0.145, 1.046)
H (-5.544, 1.887, -3.756)
H (7.671, -0.925, -0.939)
C (-1.268, 0.121, -0.885)
C (-8.268, -0.637, -5.029)
H (1.645, -0.326, -1.386)
C (-2.359, -0.517, -1.763)
H (-6.035, 2.961, -5.953)
H (0.210, -2.532, -1.087)
H (-6.296, 1.374, -6.688)
H (-4.703, 1.797, -6.068)
H (0.768, -1.036, 1.010)
H (3.917, 1.524, 3.789)
H (4.296, 1.920, 5.470)
C (2.507, 0.439, 7.738)
C (2.778, -0.188, 6.379)
H (1.830, 2.328, 5.891)
C (-6.111, 1.351, -4.516)
H (2.517, -1.247, 6.409)
H (3.300, -2.146, 1.115)
H (1.449, 0.355, 7.992)
F (-1.787, 0.981, -3.560)
F (-3.428, -0.383, -3.889)
H (-5.815, 0.302, -4.441)
O (-7.473, 1.520, -4.143)
C (3.589, 2.097, 4.657)
H (-0.965, 1.089, -1.295)
H (6.848, -2.298, -0.202)
C (-2.226, -0.258, -3.244)
H (4.774, -2.846, 0.458)
H (-2.349, -1.611, -1.657)
H (-9.389, 1.126, -4.531)
Ga (0.423, -1.011, -0.578)

Atomic partial charges in e from the Mulliken method, atoms 1 to 4:
1. H 0.265
2. H 0.380
3. H 0.112
4. H 0.295

=====

Entry 9:
ORCA calculation (ωB97M-V/def2-TZVPD) on C10H13BiClN3O7Yb as an isolated structure in a non-equilibrium geometry.

Properties
Charge: -1
Strongest force on any atom (eV/Å): 4.053
⟨S²⟩: 0.769
Frontier orbital gap (alpha / beta) (hartree): 0.177 / 0.189
Spin multiplicity: 2

Geometry (Å):
H (-2.196, -0.461, -5.988)
C (1.441, 1.028, 3.165)
C (-0.745, -0.388, 4.333)
O (0.527, 0.577, 1.028)
H (2.876, -1.542, -4.975)
H (-1.390, 0.862, -6.937)
Bi (0.413, -0.231, -4.928)
H (-2.514, 0.750, -2.485)
Cl (1.332, 1.625, -2.969)
H (2.113, 1.265, 5.197)
C (1.346, 0.862, 4.544)
H (3.049, -0.083, -6.049)
Yb (-0.003, 0.371, -0.979)
C (-2.074, 1.246, -1.590)
H (2.234, -1.600, -6.698)
O (1.094, 0.393, 7.284)
H (-1.946, 2.302, -1.876)
H (-1.829, -2.884, -0.675)
H (-0.241, -2.537, 0.397)
C (0.255, 0.173, 5.126)
H (-1.077, -0.897, -7.377)
N (-1.838, -0.668, 2.207)
H (-2.903, 1.226, -0.855)
N (0.190, -0.038, 6.546)
O (2.668, 2.063, 1.431)
C (-1.229, -2.219, -0.059)
O (-0.789, -0.682, 6.986)
C (-0.610, -0.322, 2.963)
O (-1.593, -1.016, -0.171)
N (2.583, 1.787, 2.636)
C (2.438, -0.966, -5.827)
H (-1.622, -0.865, 4.777)
O (3.463, 2.125, 3.464)
C (-1.299, -0.171, -6.585)
O (-2.587, -1.499, 2.657)
C (0.460, 0.418, 2.283)

Atomic partial charges in e from the Mulliken method, atoms 1 to 4:
1. H 0.277
2. C -0.526
3. C -0.133
4. O -0.441

=====

Entry 10:
ORCA calculation (ωB97M-V/def2-TZVPD) on C5H4KLiO7 as an isolated structure in a non-equilibrium geometry.

Properties
Charge: 0
Strongest force on any atom (eV/Å): 7.878
Relative energy (zero: lowest compared OMol25 entry of this formula, charge and spin) (eV): 1.754
Frontier orbital gap (hartree): 0.208

Geometry (Å):
O (0.042, -5.311, 1.340)
O (-2.307, -5.085, 1.229)
Li (0.490, 4.441, -3.054)
K (-3.084, -2.277, 1.144)
H (-0.006, 0.285, -1.416)
H (0.745, 1.390, 1.349)
O (1.916, 3.817, -1.864)
C (-1.197, -5.436, 1.331)
O (-0.653, -0.658, 0.260)
C (0.402, 1.517, 0.314)
C (1.017, 3.097, -1.365)
O (1.379, 2.337, -0.317)
O (-0.168, 3.092, -1.780)
H (1.293, -0.332, -0.326)
C (-0.189, -1.732, 1.183)
H (-0.571, 2.024, 0.319)
O (0.579, -1.329, 2.024)
C (0.310, 0.160, -0.372)

Atomic partial charges in e from the Mulliken method, atoms 1 to 4:
1. O -0.331
2. O -0.386
3. Li 0.877
4. K 0.868

=====

Entry 11:
ORCA calculation (ωB97M-V/def2-TZVPD) on a 2-piece molecular cluster, H3NS2 overall in a non-equilibrium geometry.

Properties
Charge: 0
Strongest force on any atom (eV/Å): 2.886
Relative energy (zero: lowest compared OMol25 entry of this formula, charge and spin) (eV): 2.237
Frontier orbital gap (alpha / beta) (hartree): 0.273 / 0.274
SMILES: N=S.S

Geometry (Å):
H (-1.196, 0.728, -0.903)
S (1.812, -0.194, -0.916)
H (-1.488, -1.041, 0.036)
N (1.603, -0.176, 0.606)
H (1.402, 0.606, 1.170)
S (-2.132, 0.076, 0.007)

Atomic partial charges in e from the Mulliken method, atoms 1 to 4:
1. H 0.135
2. S 0.031
3. H 0.143
4. N -0.287

=====

Entry 12:
ORCA calculation (ωB97M-V/def2-TZVPD) on C4H12NS as an isolated structure in a non-equilibrium geometry.

Properties
Charge: +1
Strongest force on any atom (eV/Å): 5.003
Relative energy (zero: lowest compared OMol25 entry of this formula, charge and spin) (eV): 5.317
Frontier orbital gap (hartree): 0.249

Geometry (Å):
C (-0.880, 0.367, -1.860)
H (-0.711, 1.052, -0.741)
H (1.973, -0.170, -1.795)
H (1.456, -1.799, -2.203)
H (-1.954, 0.128, -1.960)
H (-2.428, 0.832, 0.970)
N (0.204, 0.190, 2.804)
H (0.976, 1.008, 0.782)
H (-0.562, 0.945, -2.717)
H (-0.649, 0.332, 3.280)
C (1.329, -1.054, -1.511)
H (1.629, -1.414, -0.505)
H (-0.701, -1.631, -1.237)
C (0.127, 0.477, 1.274)
S (-1.216, 1.595, 0.899)
H (0.978, 0.780, 3.263)
H (0.543, -0.835, 2.842)
C (-0.113, -0.803, -1.585)

Atomic partial charges in e from the Mulliken method, atoms 1 to 4:
1. C -0.707
2. H 0.111
3. H 0.277
4. H 0.467